Formula: H13O6
Source: the Open Molecules 2025 dataset
Level of theory: ωB97M-V/def2-TZVPD

Properties
LUMO level = -0.117 Eh
Kohn-Sham gap = 0.41449 Eh
charge = +1
HOMO energy = -14.48 eV
energy relative to the best compared isomer or geometry (same formula, charge and spin) = 181.00 kJ/mol

Last column: natural (NBO) charge in e.
Positions of all 19 atoms, in Å:
O (-2.2512, -2.1799, 0.6363)  -0.969
H (-2.3703, 0.7638, 1.3674)  0.453
H (-2.0614, -3.1357, 0.5833)  0.486
H (3.5960, 1.7899, -2.7327)  0.493
H (-2.5314, -2.1046, 1.5998)  0.489
H (0.7789, -0.6280, -0.9343)  0.559
H (-0.4461, 1.0620, 2.5887)  0.519
O (-0.0347, 0.2734, 2.2173)  -0.962
O (-3.0281, 1.3571, 1.1660)  -0.932
H (0.1970, -0.2321, 3.0245)  0.504
H (-2.6722, 2.3138, 1.1936)  0.479
O (2.6845, 1.7538, -2.4352)  -0.962
H (-0.5501, -1.2208, -0.3854)  0.545
H (2.6854, 2.7220, -2.0648)  0.504
O (1.6729, -0.5942, -2.0006)  -0.959
H (2.0242, 0.3113, -1.8776)  0.524
O (0.2130, -0.7365, -0.0448)  -0.887
H (1.9416, -0.8044, -2.8985)  0.528
H (0.1522, -0.7112, 0.9969)  0.585

Formula: H13O6S
Source: the Open Molecules 2025 dataset
Level of theory: ωB97M-V/def2-TZVPD

Properties
LUMO level = 0.121 Eh
Kohn-Sham gap = 0.26841 Eh
charge = -1
HOMO energy = -4.02 eV
energy relative to the best compared isomer or geometry (same formula, charge and spin) = 106.66 kJ/mol

Last column: natural (NBO) charge in e.
Positions of all 20 atoms, in Å:
H (1.3704, -1.8708, -1.4644)  0.467
S (1.1582, 0.6844, 2.4283)  -1.066
H (0.9182, 2.1639, 0.3568)  0.502
H (-2.7781, -1.6096, -0.6595)  0.457
H (-0.2354, -1.1249, -3.5445)  0.475
H (0.6039, -1.6848, -0.1125)  0.484
H (-0.3417, 1.1355, -1.0343)  0.510
O (0.3822, -0.3917, -3.6256)  -0.952
O (1.3134, -2.1633, -0.5515)  -0.954
H (-1.4981, -1.0798, -1.1971)  0.488
O (1.4548, 2.1956, -0.4504)  -1.003
H (-1.7625, 0.0995, 1.6331)  0.451
H (-1.5160, 0.7623, 2.9352)  0.499
H (-0.9553, 0.4847, 0.1331)  0.489
H (1.6028, -0.4815, 1.9323)  0.111
O (-0.9886, 0.4342, -0.8286)  -0.986
O (-2.2186, 0.6413, 2.2788)  -0.957
H (2.3547, 2.0093, -0.1757)  0.489
H (0.3770, 0.0444, -2.7730)  0.478
O (-2.0157, -1.9173, -1.1632)  -0.980

Formula: H13O6S
Source: the Open Molecules 2025 dataset
Level of theory: ωB97M-V/def2-TZVPD

Properties
LUMO level (spin up / spin down) = -0.014 / -0.160 Eh
Kohn-Sham gap (spin up / spin down) = 0.39817 / 0.25209 Eh
HOMO energy (spin up / spin down) = -11.20 / -11.20 eV
energy relative to the best compared isomer or geometry (same formula, charge and spin) = 181.28 kJ/mol
2S+1 = 2

Last column: Mulliken spin population.
Positions of all 20 atoms, in Å:
H (0.0639, -1.8305, 2.0841)  -0.025
H (0.2442, -3.0301, -1.4363)  0.000
H (-0.1313, 1.4921, -1.4523)  -0.001
H (0.3205, -2.5643, 0.1725)  -0.008
O (-0.0179, -3.1433, -0.5722)  0.004
O (-0.0464, 5.3807, -0.9235)  0.000
O (-2.9977, -2.3539, 2.4519)  0.000
H (-1.0795, 0.5473, 1.0365)  0.001
H (-2.5673, -2.2095, 1.5643)  0.000
O (3.1558, -1.5454, -0.9746)  0.000
H (3.0929, -1.9749, -0.1151)  0.000
H (1.2555, 1.4292, -2.4399)  0.000
H (-0.7263, 0.6269, -0.3714)  -0.012
S (0.9854, -0.9018, 1.8291)  1.030
H (0.0425, 4.4516, -0.7387)  0.000
H (-2.3906, -1.7793, 2.9055)  0.000
O (0.5180, 1.9276, -2.0434)  0.000
H (-0.3722, 5.9591, -0.1651)  0.000
H (2.0973, -1.3311, -1.0078)  -0.001
O (-1.4466, 0.8496, 0.1966)  0.009

Formula: H14IO7
Source: the Open Molecules 2025 dataset
Level of theory: ωB97M-V/def2-TZVPD

Properties
LUMO level = 0.112 Eh
Kohn-Sham gap = 0.32638 Eh
charge = -1
HOMO energy = -5.84 eV
energy relative to the best compared isomer or geometry (same formula, charge and spin) = 320.51 kJ/mol

Last column: natural (NBO) charge in e.
Positions of all 22 atoms, in Å:
O (1.3730, -1.4364, 2.0605)  -0.956
H (-0.6075, 1.4155, 2.2912)  0.453
O (3.3267, -1.9604, -0.7669)  -0.986
H (1.4017, -1.2692, 0.9924)  0.447
H (-2.4342, -1.4856, -0.7913)  0.497
H (-1.3740, 2.2751, -2.3899)  0.459
H (-3.6306, -0.5266, -0.5533)  0.455
H (-1.5376, -0.7634, 0.9321)  0.465
H (2.1124, 1.7918, -0.5505)  0.483
O (2.2266, 2.7369, -0.3039)  -0.945
O (-1.7949, -1.3916, 1.5997)  -0.959
H (2.7682, 2.5410, 0.5657)  0.452
H (3.6667, -1.9597, -1.7173)  0.473
I (0.2830, -0.2756, -0.6977)  -0.749
O (-3.3623, -1.2624, -0.8549)  -0.955
H (2.4311, -1.6324, -0.6381)  0.488
H (-0.9158, 0.9757, 0.9707)  0.458
O (-1.2590, 1.4933, 1.6400)  -0.941
H (1.0660, -0.3248, 2.1157)  0.430
O (-0.8047, 1.7250, -2.9896)  -1.000
H (-2.6283, -1.7437, 1.4220)  0.463
H (-0.3065, 1.0775, -2.3365)  0.467

Formula: H14IO7
Source: the Open Molecules 2025 dataset
Level of theory: ωB97M-V/def2-TZVPD

Properties
LUMO level = 0.110 Eh
Kohn-Sham gap = 0.31822 Eh
charge = -1
HOMO energy = -5.66 eV
energy relative to the best compared isomer or geometry (same formula, charge and spin) = 99.25 kJ/mol

Last column: natural (NBO) charge in e.
Positions of all 22 atoms, in Å:
H (7.1030, -25.8530, 5.5790)  0.517
O (5.5690, -27.1630, 8.9230)  -0.965
O (9.7330, -27.5270, 3.9760)  -0.948
H (9.3050, -27.9390, 9.4850)  0.461
H (9.2370, -28.1700, 7.9830)  0.489
H (4.9630, -27.8600, 9.1950)  0.447
H (3.5560, -29.1450, 8.0210)  0.449
O (7.4010, -28.6320, 2.6040)  -0.935
H (9.2320, -28.1790, 4.5220)  0.488
H (4.6850, -28.2960, 3.5570)  0.462
H (6.7420, -27.9610, 2.8750)  0.461
H (7.2170, -29.2540, 3.3350)  0.468
O (4.4990, -29.2070, 3.6180)  -0.942
H (6.0060, -27.5050, 8.1400)  0.485
I (7.0980, -28.5160, 6.1890)  -0.906
H (7.5040, -25.0570, 4.1340)  0.479
H (10.5550, -27.9220, 3.8390)  0.450
O (9.8080, -27.7700, 8.6500)  -0.959
H (5.1260, -29.5500, 4.2370)  0.476
H (4.6720, -29.1850, 6.9520)  0.487
O (6.9450, -25.1590, 4.8620)  -1.009
O (3.7310, -29.2380, 7.0900)  -0.955

Formula: H14LiO7
Source: the Open Molecules 2025 dataset
Level of theory: ωB97M-V/def2-TZVPD

Properties
LUMO level = -0.128 Eh
Kohn-Sham gap = 0.40281 Eh
charge = +1
HOMO energy = -14.45 eV
energy relative to the best compared isomer or geometry (same formula, charge and spin) = 50.39 kJ/mol

Last column: natural (NBO) charge in e.
Positions of all 22 atoms, in Å:
H (-0.7167, -3.2040, 0.2843)  0.454
H (0.0483, -0.8360, 2.5203)  0.495
H (0.2843, 1.9130, -2.4827)  0.489
O (0.2333, -3.1450, 0.1773)  -0.944
O (-0.0317, 2.1230, -1.5897)  -0.960
H (1.4433, -0.9760, 2.0683)  0.509
H (2.3863, 1.8700, 0.2773)  0.493
H (0.9153, 2.2460, 0.4293)  0.497
H (0.8493, -0.9700, -2.1317)  0.491
H (-1.5987, -1.4690, -1.1597)  0.494
O (1.5733, 1.6510, 0.7643)  -0.969
O (1.1793, -0.5430, -1.3407)  -0.955
O (0.5483, -0.9370, 1.7143)  -0.963
H (0.4773, -2.3380, 0.5973)  0.476
H (-0.9337, 2.4470, -1.8437)  0.486
H (-1.5047, 1.1960, 1.9773)  0.477
H (-2.2297, -0.8090, -0.0817)  0.473
O (-1.3047, 1.5410, 1.1663)  -0.939
O (-1.6267, -0.5850, -0.7557)  -0.945
H (2.0123, -0.9640, -1.3327)  0.491
H (-2.1197, 1.4910, 0.6523)  0.489
Li (0.1153, 0.2980, 0.0903)  0.861

Formula: H14O6S2
Source: the Open Molecules 2025 dataset
Level of theory: ωB97M-V/def2-TZVPD

Properties
LUMO level = -0.004 Eh
Kohn-Sham gap = 0.31926 Eh
SMILES = SS.O.O.O.O.O.O
HOMO energy = -8.81 eV
energy relative to the best compared isomer or geometry (same formula, charge and spin) = 164.27 kJ/mol

Last column: natural (NBO) charge in e.
Positions of all 22 atoms, in Å:
H (-1.2909, 1.7658, -1.0446)  0.466
O (2.1411, -0.6960, 0.3709)  -0.949
H (0.6765, -1.2566, 2.8051)  0.472
O (1.2393, -0.5548, 3.1594)  -0.953
O (0.8139, 0.9657, -3.0544)  -0.943
H (-2.3425, 0.0642, -0.1223)  0.106
H (1.2071, -0.4130, 0.4592)  0.476
H (2.2545, -0.3773, -0.5291)  0.479
H (-3.0554, -3.8621, -2.4722)  0.469
H (2.8800, 1.1496, 1.2879)  0.476
H (2.0173, -0.4272, 2.6205)  0.479
H (4.2814, 1.2320, 1.8817)  0.465
O (-2.4888, -3.1243, -2.1425)  -0.935
H (-1.3676, 3.2330, -0.7513)  0.478
O (-0.7416, 2.4909, -0.7593)  -0.942
S (-3.2702, -0.7743, 0.3479)  -0.110
S (-2.9405, -0.1017, 2.4123)  -0.121
O (3.5372, 1.7679, 1.6360)  -0.947
H (0.9794, 1.5709, -2.3176)  0.474
H (0.7425, 1.6571, -3.7385)  0.469
H (-3.4295, -1.2563, 2.7892)  0.125
H (-1.8433, -3.0534, -2.8382)  0.467

Formula: H14O7
Source: the Open Molecules 2025 dataset
Level of theory: ωB97M-V/def2-TZVPD

Properties
LUMO level = 0.014 Eh
Kohn-Sham gap = 0.42309 Eh
SMILES = O.O.O.O.O.O.O
HOMO energy = -11.12 eV
energy relative to the best compared isomer or geometry (same formula, charge and spin) = 238.93 kJ/mol

Last column: natural (NBO) charge in e.
Positions of all 21 atoms, in Å:
H (-0.5929, 1.6017, 2.9549)  0.497
H (1.9188, 1.4949, -0.8888)  0.499
O (-0.3297, -0.4106, 0.1964)  -1.023
O (-1.1131, 0.9561, 2.3453)  -1.010
H (-2.5939, -0.4341, -1.6902)  0.467
H (-1.6315, 1.5284, 1.6385)  0.522
O (1.3057, -2.6710, -0.4513)  -0.969
H (1.0140, -3.1648, -1.2046)  0.477
O (3.5430, -1.3531, -0.7403)  -0.989
H (-2.7892, 1.6644, -0.4524)  0.514
O (1.8971, 0.8101, -0.1759)  -1.009
H (2.6668, -1.8932, -0.8439)  0.504
H (0.4593, 0.1444, 0.2755)  0.512
H (-4.0154, 1.9354, 0.5679)  0.467
O (-3.0497, 2.3919, 0.3127)  -1.003
H (3.6810, -1.1092, 0.3708)  0.473
H (-0.7747, -0.1901, 1.0391)  0.517
H (2.3460, -0.0658, -0.3983)  0.510
O (-2.1142, 0.3389, -1.4886)  -0.981
H (0.5136, -1.9950, -0.3084)  0.521
H (-1.3145, -0.0151, -1.0471)  0.503